(1)
{
  "formula": "C24H40Cl6O29S5",
  "method": "wB97M-V/def2-TZVPD",
  "elements": ["Cl", "Cl", "Cl", "Cl", "Cl", "Cl", "S", "S", "S", "S", "S", "O", "O", "O", "O", "O", "O", "O", "O", "O", "O", "O", "O", "O", "O", "O", "O", "O", "O", "O", "O", "O", "O", "O", "O", "O", "O", "O", "O", "O", "C", "C", "C", "C", "C", "C", "C", "C", "C", "C", "C", "C", "C", "C", "C", "C", "C", "C", "C", "C", "C", "C", "C", "C", "H", "H", "H", "H", "H", "H", "H", "H", "H", "H", "H", "H", "H", "H", "H", "H", "H", "H", "H", "H", "H", "H", "H", "H", "H", "H", "H", "H", "H", "H", "H", "H", "H", "H", "H", "H", "H", "H", "H", "H"],
  "positions_angstrom": [[2.3016, -3.9379, -1.6762], [2.4343, -1.4594, -7.6652], [0.6781, 0.0910, -5.8763], [1.4700, -5.6990, -3.8430], [2.1494, -2.1311, -4.8296], [0.6007, -6.1820, -1.0907], [-2.8690, -2.8230, -5.9679], [-2.1533, 5.9893, 1.7162], [-4.5837, 0.3958, 0.5756], [1.3384, 2.5617, 3.3087], [1.4990, 3.0558, -2.6245], [-0.6173, 5.6034, 1.5410], [2.4194, 2.1951, 4.1483], [-2.7668, 4.7083, 0.9652], [-3.0649, -2.1576, -4.7332], [0.1899, -1.9892, 4.2072], [-4.2719, -0.7571, 1.3280], [-2.8091, -4.4104, -5.7645], [0.2393, 3.0436, -1.9682], [1.1515, -0.6026, -1.1109], [3.2816, -5.2693, 2.9400], [-1.3133, -0.3793, 3.7768], [-4.2047, 0.4694, -0.7896], [-2.4203, 7.1692, 0.9991], [1.0009, 4.1003, 3.4842], [3.5357, -3.2028, 3.7810], [1.3619, 2.2250, 1.9448], [-1.3770, -2.6250, -6.4534], [-1.3708, -2.3413, 2.6538], [1.5094, 4.2127, -3.7249], [-0.0375, -0.1795, 0.7283], [4.3938, -3.6751, 1.7946], [2.6022, 3.7919, -1.7435], [-2.5114, 5.8886, 3.0812], [-0.0446, 2.0413, 3.9338], [-4.0896, 1.7328, 1.2823], [-3.7715, -2.5720, -7.0298], [-6.1640, 0.7243, 0.6801], [2.0273, 1.8914, -3.2038], [2.1134, -0.6605, 0.9567], [-0.2198, -0.5126, -1.5327], [4.1355, -1.9465, 3.3149], [2.1554, -0.8350, -6.0348], [-0.6884, 3.1005, 4.7019], [2.2387, 5.1700, -1.6973], [-5.1779, 2.4494, 1.8821], [3.7109, -4.1593, 2.8574], [4.9838, -2.4375, 2.1574], [-1.5195, -4.9490, -5.9602], [-0.8340, -1.4276, 3.4989], [0.1863, -3.3850, 4.0227], [-0.6869, -3.5695, 2.7649], [1.1629, -0.5516, 0.2486], [-0.6381, -1.6098, -2.4820], [4.7469, -1.2146, 4.4686], [1.8938, -5.5769, -2.1183], [0.2111, 4.3144, 4.6542], [-6.3321, 2.0991, 0.9707], [-1.7394, 3.7335, 0.8276], [-0.5210, 4.5751, 0.5541], [-0.5889, -3.8338, -6.4374], [0.0702, -3.9148, 1.4891], [-1.0623, -0.3414, -0.2651], [1.7965, 5.4847, -3.1440], [-1.9191, 2.9493, 0.0944], [0.8476, 4.3613, 5.5410], [-0.2750, 0.4367, -2.0730], [0.3870, 3.9827, 0.5643], [-1.1120, 2.8013, 5.6547], [5.4909, -1.7858, 5.0230], [-7.3006, 2.2534, 1.4566], [-0.3137, -3.9175, -7.4875], [-1.6235, 3.1207, 1.7322], [0.6936, -4.8050, 1.5553], [2.5360, 5.9744, -3.7715], [0.7825, -3.1374, 1.1825], [-1.5884, 0.6037, -0.3411], [-5.3665, 2.0677, 2.8882], [3.1143, 5.7175, -1.3599], [-0.1711, -1.3856, -3.4443], [-0.7059, 5.0045, -0.4359], [5.1313, -1.7146, 1.3625], [3.0016, -0.1931, -5.8328], [-1.5092, -5.8344, -6.5984], [-6.4435, 2.7923, 0.1290], [-1.5509, 3.2244, 4.0369], [3.9167, -0.9453, 5.1211], [5.2302, -0.2921, 4.1428], [0.2879, -3.7553, -5.8022], [-1.1247, -5.3658, -5.0277], [1.1845, -3.7765, 3.8423], [3.2661, -1.4242, 2.9067], [5.9857, -2.6555, 2.5603], [0.8987, 6.1037, -3.1215], [1.4437, 5.3785, -0.9856], [-4.9697, 3.5119, 1.9549], [-0.6921, -3.9839, 0.7105], [-0.2953, 5.2615, 4.4995], [2.7444, -6.2336, -1.9964], [-1.6918, -1.6794, -2.7393], [-1.2827, -4.4756, 2.9054], [-1.6890, -1.2003, -0.0387], [-0.2805, -3.9545, 4.8292], [-0.1783, -2.5285, -2.1103]],
  "spin_multiplicity": 1,
  "orbital_gap_ev": 10.7,
  "total_energy_ev": -214220.5562,
  "homo_energy_ev": -10.4
}

---

(2)
{
  "formula": "C4H5F",
  "method": "wB97M-V/def2-TZVPD",
  "elements": ["F", "C", "C", "C", "C", "H", "H", "H", "H", "H"],
  "positions_angstrom": [[0.1700, 1.8031, -1.1620], [1.4402, 0.5051, 0.3267], [0.3245, 0.4720, -0.7853], [2.1287, 0.6046, 1.3188], [-0.9804, -0.1233, -0.2513], [-1.5252, 0.0661, -1.0498], [-1.1099, -1.1935, -0.0286], [0.7005, -0.1003, -1.6861], [2.7210, 0.6852, 2.2914], [-1.3309, 0.2704, 0.6515]],
  "smiles": "C#C[C@@H](C)F",
  "de_lowest_kj_mol": 160.6,
  "spin_multiplicity": 1,
  "orbital_gap_ev": 11.4,
  "total_energy_ev": -6943.5525,
  "homo_energy_ev": -10.3
}

---

(3)
{
  "formula": "C9H14O2SSi",
  "method": "wB97M-V/def2-TZVPD",
  "elements": ["S", "Si", "O", "O", "C", "C", "C", "C", "C", "C", "C", "C", "C", "H", "H", "H", "H", "H", "H", "H", "H", "H", "H", "H", "H", "H", "H"],
  "positions_angstrom": [[0.0798, 3.1090, 2.9360], [-2.2235, -0.3842, 0.4878], [-1.5895, -0.3729, 1.8688], [-0.7881, 4.0909, 2.3042], [1.0077, 2.3910, 1.6226], [1.8487, 2.4739, -0.6297], [1.1437, 3.0877, 0.3709], [-2.3968, 1.4365, -0.1271], [2.6042, 0.7919, 0.8250], [3.3340, 0.6917, -1.5946], [2.6248, 1.3068, -0.4588], [1.7966, 1.3072, 1.8405], [-1.3806, -1.0864, -1.1992], [1.8820, 3.0634, -1.5918], [-3.0268, 1.9310, 0.5997], [1.7119, 0.6876, 2.6099], [3.8344, -0.2526, -1.3605], [-0.3615, -0.8148, -1.1523], [2.5435, 0.5636, -2.4553], [-1.7377, -0.7634, -2.2391], [-3.4481, -1.0468, 0.1533], [0.5632, 3.9653, 0.1881], [4.0368, 1.3087, -2.0525], [-1.4465, -2.1751, -1.2515], [3.0463, -0.1905, 1.1343], [-2.9263, 1.4900, -1.0520], [-1.4894, 2.0303, -0.0774]],
  "de_lowest_kj_mol": 372.7,
  "spin_multiplicity": 1,
  "orbital_gap_ev": [8.5, 4.6],
  "total_energy_ev": -32364.0925,
  "homo_energy_ev": [-9.5, -8.0]
}

---

(4)
{
  "formula": "C31H58BaBrN4OP3",
  "method": "wB97M-V/def2-TZVPD",
  "elements": ["Ba", "Br", "P", "P", "P", "O", "N", "N", "N", "N", "C", "C", "C", "C", "C", "C", "C", "C", "C", "C", "C", "C", "C", "C", "C", "C", "C", "C", "C", "C", "C", "C", "C", "C", "C", "C", "C", "C", "C", "C", "C", "H", "H", "H", "H", "H", "H", "H", "H", "H", "H", "H", "H", "H", "H", "H", "H", "H", "H", "H", "H", "H", "H", "H", "H", "H", "H", "H", "H", "H", "H", "H", "H", "H", "H", "H", "H", "H", "H", "H", "H", "H", "H", "H", "H", "H", "H", "H", "H", "H", "H", "H", "H", "H", "H", "H", "H", "H", "H"],
  "positions_angstrom": [[0.5229, 0.5795, 0.2806], [2.3324, -5.9834, 2.6580], [-2.1426, 0.3227, -1.5360], [0.7106, 3.8698, 1.6917], [-0.8155, -1.5130, 2.1587], [-0.1041, 2.5949, 1.6359], [2.1991, 3.5188, 1.0023], [0.8856, 4.3375, 3.2749], [-0.0479, 4.9961, 0.7690], [2.0697, 2.6395, -4.5456], [0.6841, -2.3776, 4.4541], [2.5823, 2.8874, -3.3410], [0.3635, 6.3915, 0.6522], [-0.8899, -3.3366, 1.9333], [2.8594, -2.4407, 0.4945], [2.9951, 4.5711, 0.3503], [2.1866, -2.7000, -0.7277], [2.8223, -0.5526, -1.8143], [1.7275, 5.4563, 3.6956], [-3.9738, 1.4661, 0.2990], [-2.4158, -0.9968, 2.9163], [-3.5503, 1.4578, -1.1692], [2.9441, -3.4359, 1.4796], [1.8585, 1.3735, -4.9251], [-3.1157, -1.2437, -1.6739], [2.5882, 0.5222, -2.7694], [1.5865, -3.9696, -0.9123], [2.0676, 0.2815, -4.0633], [2.3511, -4.6846, 1.2594], [2.8564, 1.8688, -2.4128], [-1.9844, 0.6707, -3.3406], [0.6721, 3.3895, 4.3704], [-1.4557, 2.0658, -3.6665], [-2.5518, -1.1933, 4.4204], [-2.2863, -2.4606, -2.0681], [2.1132, -1.7200, -1.8008], [1.7034, -4.9712, 0.0465], [0.4949, -1.2524, 3.4450], [3.0350, 2.5404, 1.7362], [-1.4845, 4.8359, 0.5388], [-1.7944, -4.1082, 2.8878], [-3.6057, -1.3997, -0.7009], [1.4282, 5.6878, 4.7259], [3.6298, -0.3795, -1.0909], [1.2815, -5.9594, -0.1206], [-1.7125, 3.8180, 0.1925], [0.1077, 6.9758, 1.5492], [-2.5389, 0.0751, 2.6761], [-2.9154, -3.3554, -2.0039], [-3.1580, 1.7640, 0.9737], [2.7934, 5.1810, 3.7071], [3.9351, 4.1131, 0.0054], [2.4690, 4.9512, -0.5369], [3.3666, -1.4822, 0.6634], [3.4628, -3.2452, 2.4161], [3.2428, 5.4065, 1.0346], [-1.4523, -4.0773, 3.9313], [0.1381, -3.7302, 1.9537], [-1.2209, 2.1234, -4.7373], [1.5049, 1.2034, -5.9448], [2.8027, 3.9304, -3.0931], [-4.7900, 2.1877, 0.4396], [-2.5223, -2.2483, 4.7198], [-3.2222, -1.5188, 2.3747], [-1.7839, -0.6441, 4.9771], [-0.2204, 2.7765, 4.1891], [1.5600, 2.7526, 4.5188], [1.4321, 6.5079, 0.4495], [2.4537, 1.6507, 2.0463], [-0.1880, 6.8078, -0.2009], [3.3029, 2.1210, -1.4447], [-1.7848, 5.5551, -0.2348], [-1.8080, -5.1657, 2.5903], [-2.1947, 2.8468, -3.4438], [1.5854, 6.3560, 3.0852], [-1.2413, -3.5037, 0.8986], [-4.3476, 0.4839, 0.6216], [1.4473, -2.0830, 5.1849], [1.0498, -3.2962, 3.9769], [-3.9060, -1.0535, -2.4175], [-3.2549, 2.4674, -1.4949], [1.0596, -4.1645, -1.8548], [-1.3086, -0.0986, -3.7451], [1.8559, -0.7319, -4.4146], [-0.2250, -2.6106, 5.0223], [-2.8288, -3.7451, 2.8402], [3.4882, 2.9778, 2.6471], [0.5298, 3.9872, 5.2823], [-4.3881, 1.1284, -1.8071], [-2.0677, 5.0405, 1.4543], [-3.5245, -0.8010, 4.7415], [-0.5266, 2.2965, -3.1270], [1.4544, -1.1122, 2.9109], [-1.9231, -2.3828, -3.0996], [3.8419, 2.2007, 1.0615], [-2.9764, 0.5187, -3.7960], [-1.4257, -2.6111, -1.4039], [1.4516, -1.9829, -2.6362], [0.2887, -0.2956, 3.9539]],
  "total_charge": 2,
  "spin_multiplicity": 1,
  "orbital_gap_ev": 7.7,
  "total_energy_ev": -139689.4088,
  "homo_energy_ev": -13.4
}

---

(5)
{
  "formula": "C25H70N4O8",
  "method": "wB97M-V/def2-TZVPD",
  "elements": ["O", "O", "O", "O", "O", "O", "O", "O", "N", "N", "N", "N", "C", "C", "C", "C", "C", "C", "C", "C", "C", "C", "C", "C", "C", "C", "C", "C", "C", "C", "C", "C", "C", "C", "C", "C", "C", "H", "H", "H", "H", "H", "H", "H", "H", "H", "H", "H", "H", "H", "H", "H", "H", "H", "H", "H", "H", "H", "H", "H", "H", "H", "H", "H", "H", "H", "H", "H", "H", "H", "H", "H", "H", "H", "H", "H", "H", "H", "H", "H", "H", "H", "H", "H", "H", "H", "H", "H", "H", "H", "H", "H", "H", "H", "H", "H", "H", "H", "H", "H", "H", "H", "H", "H", "H", "H", "H"],
  "positions_angstrom": [[-0.1458, -0.2475, -0.0183], [-0.4698, 0.0964, 3.0122], [2.3255, 0.8423, -0.9119], [3.6665, -5.7159, -0.9164], [-3.5978, -2.5623, 2.8442], [-3.1756, 1.6042, -0.0682], [0.2545, 4.1077, 1.3167], [2.0732, 1.1306, -3.7628], [3.7801, -2.2597, -2.1196], [1.8738, 6.2195, -0.0210], [-0.9803, -3.0088, 1.7139], [-3.1658, 1.6801, 4.1902], [-2.2107, -3.4025, 1.1079], [4.6775, 0.9399, -0.7398], [-4.2250, -0.1203, -1.4030], [-2.3293, 0.6471, 4.8229], [-3.1780, -3.7640, 2.2044], [-3.1857, 1.0534, -1.3675], [0.4618, 2.4880, -4.6680], [3.3049, -7.0104, -1.2635], [0.3046, 4.3035, -0.1533], [-0.2750, 2.8513, 1.7906], [0.7743, 5.8492, -2.1445], [3.2991, 1.8942, 0.9490], [-3.3174, -0.0550, 5.8057], [3.8476, -3.4143, -1.1795], [0.6799, 5.7747, -0.5989], [2.9648, -2.8839, -0.0377], [3.3792, 1.6963, -0.5483], [-1.6087, -0.3909, 3.7796], [-4.9130, -2.1133, 2.5460], [3.4705, -4.7123, -1.8272], [0.6896, 0.0490, 3.7915], [-2.0892, -4.5477, 0.1517], [0.7278, -0.0429, -5.3903], [0.8095, 0.9831, -4.2329], [-3.3854, 2.0545, -2.4509], [-4.3073, 2.6065, -2.2681], [-1.4450, -1.4187, 4.1037], [-0.0868, 6.4403, -0.2023], [-3.7138, 0.7642, 6.4056], [-1.3330, -4.3901, -0.6174], [-3.3690, 1.4449, -3.3544], [-3.9854, 1.7513, 4.7761], [2.4284, 2.5493, 0.9791], [-4.1765, -0.8622, -0.6060], [0.6132, 0.6982, 4.6637], [-4.2411, -0.5948, -2.3842], [-0.4037, -2.5216, 1.0428], [0.5636, 0.2581, -0.4149], [4.1261, -7.2484, -1.9396], [2.5868, -3.7609, 0.4876], [0.2636, 0.7282, -3.3245], [0.3677, 3.2748, -3.9196], [-0.1105, 5.5553, -2.7093], [4.8215, -3.5287, -0.7036], [3.1847, 0.9333, 1.4507], [-1.8461, -5.4673, 0.6842], [-1.3601, 2.9309, 1.8567], [5.6342, 1.4620, -0.7550], [4.7896, 0.0762, -0.0844], [1.1466, -0.9358, -4.9261], [2.3202, -7.0315, -1.7303], [-2.2423, 1.7125, 0.1288], [2.6010, 1.7334, -4.2915], [1.0596, 2.8696, -5.4958], [-2.5887, 2.7557, -2.6993], [3.5821, -2.3927, 0.7145], [-1.1721, -2.2779, 2.3840], [-2.7026, -2.6045, 0.5517], [-0.0454, -0.1044, 0.9228], [0.0038, 2.7783, 2.8418], [-5.5545, -2.9448, 2.8381], [-4.0797, -0.6230, 5.2724], [1.3049, 0.3714, -6.2169], [3.4301, -7.6095, -0.3615], [-5.2160, -1.2490, 3.1369], [1.5935, 0.3915, 3.2878], [4.2128, 2.3824, 1.2879], [3.3392, 2.7019, -0.9669], [-1.6499, 1.1962, 5.4749], [0.9559, 6.8886, -2.4179], [2.4213, -4.7190, -2.1224], [-3.5615, 1.3611, 3.3175], [-0.5452, 2.4543, -5.0837], [4.3281, -2.3445, -2.9638], [4.1641, -1.3655, -1.8497], [-4.0319, -4.3295, 1.8313], [-2.2276, 0.5666, -1.5493], [-2.7438, -0.8000, 6.3572], [0.8838, -0.9648, 4.1417], [-0.7253, 4.2200, -0.5004], [2.4674, 5.4720, 0.3091], [1.6496, 5.4134, -2.6262], [2.3491, 6.8464, -0.6544], [-0.2798, -0.2889, -5.7255], [2.0310, -2.3348, -0.1589], [-5.2415, 0.2636, -1.3167], [4.0157, -4.9679, -2.7358], [2.1218, 0.8663, -1.8497], [-2.2914, -0.5240, 2.9403], [-2.7735, -4.3578, 3.0241], [0.1209, 2.0337, 1.1882], [4.6906, 0.6979, -1.8025], [-3.0880, -4.6044, -0.2811], [-5.0987, -1.8013, 1.5182], [0.9531, 3.5044, -0.5127]],
  "total_charge": 1,
  "spin_multiplicity": 2,
  "orbital_gap_ev": [7.6, 2.2],
  "total_energy_ev": -49386.3200,
  "homo_energy_ev": [-10.6, -10.6]
}